1.
The following is a quantum chemistry calculation of a molecular structure, C21H34As2N5O3SV, from the Open Molecules 2025 dataset.

Results
- total charge = +4
- LUMO energy (alpha / beta) (eV) = -14.23 / -15.40
- Kohn-Sham gap (alpha / beta) (eV) = 4.9572 / 3.7811
- E_HOMO (alpha / beta) (eV) = -19.188 / -19.178

Positions of all 67 atoms, in Å:
V: -0.592534 0.673270 0.189334
C: -3.160098 0.622247 4.669097
N: -2.961922 1.246967 3.371111
C: -3.363916 2.639129 3.231811
C: -2.474509 0.587308 2.330775
N: -2.166954 1.136973 1.168187
N: -2.253527 -0.782016 2.460276
C: -1.885383 -1.585702 1.423114
N: -2.066649 -2.890051 1.565006
N: -1.362292 -1.054149 0.324350
H: -3.293442 1.403372 5.416991
H: -2.285958 0.038650 4.962137
H: -4.054047 -0.006586 4.696452
H: -3.509249 3.085707 4.215262
H: -4.313334 2.716780 2.695690
H: -2.602348 3.235717 2.719139
H: -2.339072 2.144748 1.167619
H: -2.602943 -1.236334 3.298650
H: -2.471774 -3.307291 2.393734
H: -1.832180 -3.550903 0.834416
H: -1.269871 -1.769767 -0.403382
C: 1.286377 -2.265576 -1.340608
As: 0.661862 -0.447396 -1.780846
C: 2.254048 0.149248 -2.759952
C: -0.849382 -0.679723 -3.049906
C: -0.898286 -1.695501 -4.001695
C: -2.034401 -1.827619 -4.795073
C: -3.094944 -0.943809 -4.674500
C: -3.036897 0.098177 -3.751596
C: -1.911528 0.221563 -2.943945
As: -1.557236 1.778368 -1.791605
C: -3.165829 2.885009 -1.568321
C: -0.532292 2.828022 -3.075684
H: 1.998907 -2.587053 -2.115325
H: 0.492788 -3.013810 -1.270168
H: 1.832937 -2.220142 -0.391724
H: 2.263531 -0.368531 -3.731461
H: 3.137874 -0.149380 -2.180915
H: 2.285299 1.229594 -2.902203
H: -0.064386 -2.380514 -4.120530
H: -2.094692 -2.636043 -5.510758
H: -3.979709 -1.057942 -5.289308
H: -3.856014 0.806565 -3.672035
H: -3.440801 3.319167 -2.544674
H: -2.911156 3.713299 -0.893278
H: -4.018878 2.322105 -1.170031
H: -1.223194 3.129069 -3.880262
H: 0.270616 2.223457 -3.514775
H: -0.114734 3.729496 -2.613724
C: 4.828669 4.667940 4.556665
C: 3.881973 4.137480 3.563075
C: 3.913092 4.577521 2.225417
C: 3.087138 4.019321 1.268147
C: 2.208884 3.014125 1.649971
C: 2.090908 2.610262 2.976097
C: 2.937836 3.156280 3.921147
S: 1.198769 2.261997 0.411800
O: -0.207195 2.719252 0.509459
O: 1.678194 2.340227 -0.929511
O: 1.027442 0.753504 0.716834
H: 4.543479 5.683104 4.873138
H: 5.824958 4.814508 4.131113
H: 4.889875 4.044137 5.445790
H: 4.611493 5.349141 1.940888
H: 3.142119 4.317507 0.234286
H: 1.375213 1.848610 3.262271
H: 2.878670 2.836020 4.953065

Cartesian forces (eV/Å) of the 6 atoms listed first:
-2.9 -0.4 -0.7
-0.2 -0.5 0.8
0.5 -0.5 -1.0
-0.3 0.8 -0.2
-0.7 -0.3 1.4
-0.4 1.0 0.0


2.
The following is a quantum chemistry calculation of a molecular structure, C21H34AsHfN4O2S6, from the Open Molecules 2025 dataset.

Results
- total charge = +3
- LUMO energy (eV) = -8.49
- Kohn-Sham gap (eV) = 7.1505
- E_HOMO (eV) = -15.641

Positions of all 69 atoms, in Å:
Hf: 0.261196 0.331844 0.718135
C: 2.408553 0.901281 4.101137
C: 0.982306 1.210111 4.500254
S: -0.138502 0.031887 3.665318
C: -1.775894 0.637751 4.166891
C: -2.126846 2.010463 3.632158
S: -2.002409 2.051081 1.805277
C: -1.596118 3.807952 1.545891
C: -0.114960 4.080699 1.694174
S: 0.769975 3.118776 0.411917
C: 2.510949 3.424209 0.846523
C: 2.977731 2.835472 2.162205
S: 2.697055 1.025755 2.300946
H: 2.685710 -0.116872 4.373562
H: 3.106343 1.581024 4.588110
H: 0.693314 2.223870 4.224473
H: 0.856909 1.075680 5.575006
H: -1.810763 0.620179 5.255428
H: -2.461915 -0.119915 3.785373
H: -1.487713 2.791217 4.042243
H: -3.161919 2.232827 3.889104
H: -2.182537 4.402716 2.244694
H: -1.937934 4.040230 0.537223
H: 0.257710 3.796922 2.677955
H: 0.100642 5.134188 1.514355
H: 2.656208 4.504155 0.853329
H: 3.067680 3.008224 0.006779
H: 2.500780 3.312009 3.017390
H: 4.055004 2.980880 2.239382
N: -4.578314 -1.887905 -5.584813
C: -3.936830 -1.531627 -4.469240
C: -3.333866 -0.252595 -4.355174
C: -2.644708 0.099689 -3.228194
C: -2.556713 -0.821655 -2.173170
C: -3.148570 -2.092730 -2.249619
C: -3.836641 -2.433928 -3.378451
S: -1.529100 -0.476414 -0.855836
O: -0.899284 0.880130 -0.997507
O: -1.990503 -0.519452 0.546953
N: -0.185740 -1.368893 -0.762734
C: -0.111293 -2.317482 0.240208
N: -0.645206 -3.515131 0.128276
C: -0.443729 -4.367946 1.127792
C: 0.331072 -4.036897 2.237794
C: 0.801710 -2.748386 2.306075
N: 0.562264 -1.859183 1.323949
H: -4.696643 -1.246367 -6.350221
H: -5.042576 -2.777711 -5.650695
H: -3.430415 0.451695 -5.171182
H: -2.193471 1.078982 -3.138305
H: -3.059874 -2.779943 -1.416363
H: -4.314364 -3.403169 -3.439598
H: -0.916078 -5.338623 1.031445
H: 0.536511 -4.753231 3.019071
H: 1.374760 -2.397523 3.153126
C: 1.086316 -1.829635 -3.510696
As: 2.495573 -0.891853 -2.560795
C: 3.786176 -2.233604 -2.039992
C: 3.332047 0.213399 -3.908252
S: 2.305442 0.415703 -0.834048
H: 1.566770 -2.210733 -4.412315
H: 0.273069 -1.155613 -3.769454
H: 0.699274 -2.649582 -2.913673
H: 3.997139 -2.881997 -2.889886
H: 3.402866 -2.829890 -1.214465
H: 4.700619 -1.732065 -1.729253
H: 3.701980 -0.415989 -4.716408
H: 4.154950 0.771889 -3.467910
H: 2.594824 0.911672 -4.301667

Cartesian forces (eV/Å) of the 6 atoms listed first:
1.2 1.2 2.0
-0.1 -0.1 -0.3
-0.3 -0.1 -0.2
0.1 0.2 -0.1
0.2 -0.1 -0.2
0.1 0.0 -0.3


| no. | E_tot (eV) |
| --- | --- |
| 1 | -194080.38290 |
| 2 | -159520.61633 |